This record from OMol25 describes a structure of composition C37H20F15GeN4O4OsPS3. The level of theory is wB97M-V/def2-TZVPD.

Calculated values
* net charge: +2
* multiplicity: 5
* E: -7142.82757 Ha
* orbital gap (spin up / spin down): 7.64 / 6.17 eV
* HOMO energy (spin up / spin down): -13.92 / -13.92 eV

Each line ends with the Löwdin charge.
Positions of all 86 atoms, in Å:
Os (-1.0133, 1.1744, 0.2507)  1.249
F (1.5830, 1.3490, -1.3930)  -0.003
C (2.8003, 1.9300, -1.2308)  -0.243
C (3.3492, 2.0329, 0.0346)  -0.135
C (4.6458, 2.5302, 0.0932)  -0.200
F (5.2913, 2.6299, 1.2553)  0.127
C (5.3341, 2.9326, -1.0373)  -0.125
F (6.5658, 3.4023, -0.9424)  0.169
C (4.7276, 2.8427, -2.2759)  -0.116
F (5.3709, 3.2277, -3.3600)  0.177
C (3.4456, 2.3322, -2.3771)  -0.137
F (2.8559, 2.2158, -3.5642)  0.137
Ge (2.4058, 1.3612, 1.6124)  0.839
S (0.3151, 2.2318, 1.7494)  0.343
C (3.2079, 2.0775, 3.2199)  -0.161
C (3.6960, 1.3298, 4.2818)  -0.202
F (3.6451, -0.0063, 4.2623)  0.112
C (4.2702, 1.9282, 5.3867)  -0.131
F (4.7221, 1.1966, 6.3942)  0.158
C (4.3726, 3.3067, 5.4351)  -0.115
F (4.9246, 3.8858, 6.4824)  0.176
C (3.8961, 4.0851, 4.3920)  -0.132
F (3.9997, 5.4041, 4.4472)  0.158
C (3.3184, 3.4588, 3.3114)  -0.243
F (2.8574, 4.2223, 2.3068)  0.078
C (2.3576, -0.5837, 1.5374)  -0.134
C (1.6857, -1.2756, 2.5338)  -0.245
F (1.0206, -0.5883, 3.4831)  0.060
C (1.6794, -2.6484, 2.6187)  -0.133
F (1.0266, -3.2746, 3.5945)  0.140
C (2.3633, -3.3839, 1.6663)  -0.119
F (2.3579, -4.7010, 1.7236)  0.175
C (3.0385, -2.7369, 0.6495)  -0.133
F (3.6751, -3.4427, -0.2733)  0.156
C (3.0305, -1.3547, 0.5957)  -0.202
F (3.6950, -0.7966, -0.4188)  0.117
C (-4.1330, -0.0635, 2.5443)  -0.153
P (-2.3970, -0.2948, 2.8872)  0.623
C (-2.2155, -1.8875, 3.6410)  -0.132
C (-1.9312, 0.9641, 4.0557)  -0.173
O (-1.5924, -0.2389, 1.5595)  -0.588
H (-4.6886, -0.0630, 3.4842)  0.080
H (-4.5087, -0.8759, 1.9203)  0.068
H (-4.2904, 0.8936, 2.0437)  0.067
H (-2.9448, -1.9574, 4.4522)  0.084
H (-1.2145, -2.0163, 4.0477)  0.055
H (-2.4205, -2.6712, 2.9103)  0.081
H (-2.4864, 0.8012, 4.9832)  0.084
H (-2.1826, 1.9469, 3.6557)  0.059
H (-0.8623, 0.9188, 4.2607)  0.044
O (-4.0419, -6.6386, -1.2527)  -0.260
S (-4.0237, -7.1304, -2.5936)  0.565
O (-3.4225, -8.3977, -2.8661)  -0.228
O (-5.0384, -6.6194, -3.5120)  -0.205
C (-2.7032, -5.8722, -3.5571)  -0.251
N (-2.0943, -6.3308, -4.5948)  0.181
C (-1.2377, -5.4731, -5.1525)  -0.032
C (-1.0524, -4.1984, -4.6293)  0.041
C (-1.7786, -3.8583, -3.5033)  -0.184
N (-2.6409, -4.7260, -2.9632)  0.181
C (-1.6841, -2.5538, -2.7852)  -0.092
C (-2.6392, -2.2488, -1.8161)  0.042
C (-2.5070, -1.1000, -1.0827)  -0.110
N (-1.4835, -0.2378, -1.2650)  -0.129
C (-0.5903, -0.5006, -2.2373)  -0.080
C (-0.6604, -1.6396, -3.0080)  0.039
H (-0.7021, -5.8162, -6.0281)  0.135
H (-0.3791, -3.5083, -5.1176)  0.120
H (-3.4597, -2.9283, -1.6316)  0.133
H (-3.2276, -0.8468, -0.3201)  0.102
H (0.1973, 0.2275, -2.3887)  0.105
H (0.1019, -1.8078, -3.7569)  0.127
S (-0.2872, 4.8574, -2.3055)  1.201
C (-0.1002, 3.7170, -1.0904)  -0.480
N (-1.0360, 2.7908, -1.0167)  -0.204
C (-2.0385, 3.0061, -1.9940)  -0.295
C (-3.2281, 2.2979, -2.1556)  -0.032
C (-4.0853, 2.6814, -3.1623)  -0.039
C (-3.7803, 3.7587, -4.0073)  -0.039
C (-2.6237, 4.4849, -3.8359)  -0.048
C (-1.7623, 4.0972, -2.8105)  -0.432
H (0.7332, 3.7558, -0.4056)  0.047
H (-3.4872, 1.4874, -1.4892)  0.085
H (-5.0201, 2.1530, -3.2969)  0.121
H (-4.4721, 4.0322, -4.7929)  0.124
H (-2.3944, 5.3343, -4.4665)  0.127

Atoms 1-2, force components in eV/Å:
0.122 0.150 0.742
0.121 0.095 0.161


This record from OMol25 describes a structure of composition C3H6O2 in a non-equilibrium geometry. The level of theory is wB97M-V/def2-TZVPD.

Calculated values
* E: -268.28659 Ha
* orbital gap: 10.27 eV
* HOMO energy: -9.84 eV

Each line ends with the Löwdin charge.
Positions of all 11 atoms, in Å:
C (-0.1144, -0.6308, 0.1210)  -0.421
C (1.0615, 0.3423, -0.0050)  -0.177
C (-0.9190, 0.6148, 0.3270)  -0.131
H (-0.0676, -2.4567, -0.5918)  0.214
H (0.0640, -1.1899, 1.0733)  0.155
H (1.8312, -0.1002, 0.6520)  0.112
H (1.5463, 0.5010, -1.0142)  0.139
H (-1.4552, 0.5119, 1.2910)  0.121
H (-1.4673, 1.0951, -0.6115)  0.171
O (-0.3644, -1.4374, -0.9906)  -0.071
O (0.2869, 1.3975, 0.5586)  -0.112

Atoms 1-2, force components in eV/Å:
1.341 0.279 -0.669
1.738 -1.461 0.018


This record from OMol25 describes a cluster of 9 separate species, C52H118N12O9 in total in a non-equilibrium geometry. The level of theory is wB97M-V/def2-TZVPD.

Calculated values
* net charge: +1
* multiplicity: 2
* E: -3385.60716 Ha
* orbital gap (spin up / spin down): 8.05 / 4.21 eV
* HOMO energy (spin up / spin down): -9.79 / -9.79 eV

Each line ends with the Löwdin charge.
Positions of all 191 atoms, in Å:
C (0.7422, 0.9513, 6.2811)  -0.024
C (1.9828, 1.8994, 6.3845)  -0.455
C (2.4811, 1.7666, 7.8229)  -0.152
C (2.8993, 0.3888, 8.2929)  -0.180
C (4.0659, -0.0184, 7.4190)  -0.149
C (3.7669, 0.0385, 5.9233)  -0.467
N (3.0896, 1.3861, 5.5585)  -0.147
O (2.8713, 1.5401, 4.2383)  -0.034
C (5.1701, 0.0343, 5.1890)  -0.023
C (2.9545, -1.0868, 5.4431)  -0.049
C (1.7627, 3.4293, 6.0323)  0.002
H (-0.1738, 1.5324, 6.3874)  0.070
H (0.6230, 0.2208, 7.0814)  0.068
H (0.6431, 0.4772, 5.3046)  0.065
H (3.3026, 2.4742, 7.9347)  0.126
H (1.5896, 2.0708, 8.3714)  0.126
H (2.1408, -0.3937, 8.2713)  0.099
H (3.1828, 0.3873, 9.3454)  0.117
H (4.3539, -1.0442, 7.6491)  0.124
H (4.9604, 0.5520, 7.6694)  0.123
H (5.7918, 0.8961, 5.4313)  0.080
H (5.8223, -0.7361, 5.6004)  0.084
H (5.0333, 0.0280, 4.1076)  0.067
H (2.1402, -1.2949, 6.1372)  0.088
H (2.8233, -0.9827, 4.3660)  0.062
H (3.6054, -1.9597, 5.4915)  0.097
H (0.7174, 3.7036, 6.1738)  0.073
H (2.1668, 3.7767, 5.0814)  0.072
H (2.1558, 4.0986, 6.7975)  0.072
H (3.5490, 2.1574, 3.9531)  0.113
C (-3.4147, 7.7042, -0.7736)  -0.028
C (-2.0516, 6.9096, -0.6856)  -0.486
C (-2.2657, 5.5787, -0.0207)  -0.201
C (-1.1850, 4.5264, -0.1819)  -0.132
C (-0.8374, 4.2978, -1.7318)  -0.092
C (-0.5410, 5.6028, -2.5160)  -0.492
N (-1.5143, 6.6078, -2.0837)  -0.051
O (-1.4144, 7.8279, -2.8983)  -0.016
C (0.8937, 6.1226, -2.3191)  -0.029
C (-0.6498, 5.1954, -4.0109)  -0.030
C (-1.1392, 7.7563, 0.1829)  -0.048
H (-3.3624, 8.6958, -1.2231)  0.078
H (-4.0288, 7.6946, 0.1269)  0.084
H (-4.0637, 7.1692, -1.4669)  0.077
H (-2.7253, 5.7899, 0.9448)  0.122
H (-3.2006, 5.3116, -0.5133)  0.109
H (-1.5229, 3.6679, 0.3984)  0.088
H (-0.4325, 5.0963, 0.3632)  0.108
H (-1.6878, 3.7580, -2.1482)  0.105
H (-0.0244, 3.5838, -1.5996)  0.080
H (1.1034, 6.3362, -1.2710)  0.076
H (1.6992, 5.5212, -2.7406)  0.067
H (0.9991, 7.0598, -2.8655)  0.079
H (-0.5632, 6.0251, -4.7125)  0.081
H (0.2485, 4.6290, -4.2566)  0.074
H (-1.5327, 4.6059, -4.2583)  0.076
H (-1.2451, 7.6902, 1.2657)  0.093
H (-1.1096, 8.8037, -0.1175)  0.080
H (-0.0835, 7.6031, -0.0408)  0.063
H (-0.5931, 8.2334, -2.6111)  0.070
C (4.1867, -1.8706, 0.7103)  0.004
C (3.2660, -1.6745, -0.4601)  -0.457
C (2.5314, -2.9894, -0.6355)  -0.107
C (1.2517, -3.2906, 0.1735)  -0.161
C (0.4058, -2.0514, 0.2900)  -0.138
C (1.0747, -0.7646, 0.6269)  -0.421
N (2.2970, -0.6013, -0.1622)  0.075
O (2.8595, 0.5776, 0.0397)  0.116
C (0.0403, 0.3271, 0.1692)  0.006
C (1.3190, -0.5294, 2.1019)  -0.006
C (4.0416, -1.3750, -1.7284)  0.008
H (4.9293, -2.6502, 0.5407)  0.113
H (3.6186, -2.3636, 1.4991)  0.084
H (4.7199, -0.9713, 1.0187)  0.108
H (2.0495, -3.1044, -1.6063)  0.115
H (3.1153, -3.8286, -0.2574)  0.139
H (1.6475, -3.6946, 1.1053)  0.083
H (0.6327, -4.1283, -0.1477)  0.112
H (-0.4136, -2.3488, 0.9445)  0.123
H (-0.0890, -1.9394, -0.6747)  0.110
H (-0.9241, 0.0107, 0.5667)  0.077
H (0.2336, 1.3519, 0.4865)  0.096
H (-0.1453, 0.4157, -0.9012)  0.055
H (0.4251, -0.6319, 2.7171)  0.104
H (2.0882, -1.1889, 2.5040)  0.058
H (1.7446, 0.4438, 2.3466)  0.088
H (4.2042, -0.2973, -1.7369)  0.077
H (3.8081, -1.8013, -2.7041)  0.098
H (5.0589, -1.7378, -1.5809)  0.100
H (2.9338, 0.8342, -0.8824)  0.074
C (-3.7742, 1.8340, 4.5967)  -0.002
C (-5.0009, 1.5116, 3.5696)  -0.424
C (-4.7007, 2.1716, 2.1900)  -0.156
C (-3.6465, 1.5374, 1.3405)  -0.206
C (-4.1436, 0.1132, 0.9678)  -0.135
C (-4.5369, -0.7243, 2.2362)  -0.417
N (-5.2588, 0.1136, 3.2791)  -0.119
O (-5.7858, -0.5399, 4.4002)  0.002
C (-5.4406, -1.9217, 1.7215)  -0.041
C (-3.2660, -1.4593, 2.6908)  -0.051
C (-6.3254, 2.2566, 4.0552)  -0.030
H (-2.8309, 1.3361, 4.3723)  0.052
H (-4.0169, 1.6117, 5.6358)  0.072
H (-3.5839, 2.9060, 4.5430)  0.069
H (-5.4559, 2.2357, 1.4066)  0.129
H (-4.3165, 3.1759, 2.3683)  0.114
H (-2.6017, 1.4059, 1.6219)  0.094
H (-3.5398, 2.1487, 0.4444)  0.103
H (-3.3262, -0.2939, 0.3725)  0.079
H (-4.9026, 0.0803, 0.1862)  0.112
H (-6.4150, -1.6378, 1.3241)  0.078
H (-4.9912, -2.5988, 0.9951)  0.079
H (-5.6666, -2.5036, 2.6150)  0.070
H (-3.3341, -2.1950, 3.4923)  0.085
H (-2.6935, -1.8325, 1.8417)  0.065
H (-2.6503, -0.6686, 3.1197)  0.061
H (-7.1050, 2.2104, 3.2949)  0.078
H (-6.3433, 3.2994, 4.3720)  0.083
H (-6.7920, 1.7415, 4.8949)  0.067
H (-6.6927, -0.3405, 4.1562)  0.099
C (-0.7035, 1.2732, -4.0944)  -0.041
C (-1.1795, -0.1929, -3.9054)  -0.391
C (-2.3006, -0.2637, -2.6993)  -0.093
C (-3.2132, -1.5323, -2.6637)  -0.153
C (-3.6763, -1.7954, -4.1650)  -0.090
C (-2.5456, -1.8576, -5.3293)  -0.456
N (-1.7456, -0.5666, -5.2363)  -0.106
O (-0.8281, -0.4881, -6.3023)  -0.038
C (-1.7865, -3.1952, -5.2370)  -0.037
C (-3.3363, -1.8069, -6.6394)  -0.051
C (0.1223, -1.0661, -3.5207)  -0.010
H (-1.5129, 1.8723, -4.5116)  0.089
H (0.1329, 1.4612, -4.7677)  0.056
H (-0.3688, 1.7252, -3.1607)  0.056
H (-1.8584, -0.2540, -1.7031)  0.064
H (-2.8838, 0.6546, -2.7682)  0.111
H (-3.9773, -1.4867, -1.8877)  0.093
H (-2.6626, -2.4146, -2.3372)  0.091
H (-4.4378, -1.1175, -4.5506)  0.108
H (-3.9460, -2.8454, -4.0520)  0.105
H (-1.2815, -3.4447, -4.3038)  0.057
H (-2.1616, -4.0861, -5.7405)  0.090
H (-0.9188, -2.9891, -5.8638)  0.075
H (-4.0825, -1.0240, -6.7746)  0.086
H (-2.6046, -1.7744, -7.4466)  0.080
H (-3.9894, -2.6714, -6.7582)  0.090
H (-0.2296, -2.0426, -3.1879)  0.053
H (0.6946, -0.4941, -2.7903)  0.052
H (0.6900, -1.1901, -4.4429)  0.066
H (-1.3074, 0.0659, -6.9226)  0.110
C (3.3088, 3.2227, -2.1652)  -0.772
O (3.2333, 4.0503, -1.3246)  0.092
N (2.5154, 2.1427, -2.2336)  0.148
N (4.1450, 3.1496, -3.1613)  0.187
H (1.6984, 2.1948, -1.6421)  0.089
H (2.6930, 1.3376, -2.8171)  0.047
H (4.8274, 3.8909, -3.2311)  0.127
H (4.3337, 2.2477, -3.5748)  0.084
C (3.2449, 0.4485, -5.5236)  -0.756
O (3.2921, 0.4382, -4.2733)  -0.039
N (2.2058, 0.5086, -6.2667)  0.211
N (4.3008, 0.2904, -6.1949)  0.199
H (2.2468, 0.3140, -7.2570)  0.136
H (1.3447, 0.5707, -5.7425)  0.073
H (4.0089, 0.3175, -7.1614)  0.127
H (5.1638, 0.4477, -5.6943)  0.145
C (1.2616, -4.2390, 3.6187)  -0.944
O (2.3465, -4.2966, 3.2306)  0.095
N (0.4888, -3.2543, 3.6700)  0.218
N (0.8365, -5.2217, 4.2735)  0.188
H (1.0383, -2.4405, 3.4336)  0.076
H (-0.2706, -3.3516, 4.3288)  0.132
H (1.5291, -5.9084, 4.5359)  0.142
H (-0.0492, -5.0742, 4.7360)  0.118
C (2.0079, -10.2506, -5.2015)  -0.040
C (2.0152, -9.3339, -3.9117)  -0.442
C (1.3322, -7.9234, -3.9257)  -0.175
O (1.2033, -7.3600, -2.5955)  -0.209
C (0.6146, -6.0343, -2.4584)  -0.084
N (1.7106, -10.0693, -2.7361)  0.042
H (1.0228, -10.1068, -5.6455)  0.060
H (2.2439, -11.3056, -5.0619)  0.078
H (2.6316, -9.7644, -5.9516)  0.066
H (3.0354, -8.9531, -3.9589)  0.116
H (0.3637, -7.9576, -4.4247)  0.115
H (1.9958, -7.2749, -4.4977)  0.114
H (-0.4654, -5.8933, -2.5010)  0.086
H (1.0976, -5.2910, -3.0928)  0.075
H (1.0393, -5.7367, -1.4997)  0.063
H (0.7608, -10.4110, -2.7689)  0.082
H (1.8026, -9.3712, -2.0120)  0.064

Atoms 1-2, force components in eV/Å:
-1.106 1.322 -0.438
0.739 -1.225 -0.487


This record from OMol25 describes a structure of composition C5H8NaO5Yb in a non-equilibrium geometry. The level of theory is wB97M-V/def2-TZVPD.

Calculated values
* net charge: +2
* multiplicity: 2
* E: -1892.00874 Ha
* orbital gap (spin up / spin down): 8.53 / 8.53 eV
* HOMO energy (spin up / spin down): -16.74 / -16.74 eV

Each line ends with the Löwdin charge.
Positions of all 20 atoms, in Å:
C (2.5074, -0.1072, 0.3453)  -0.508
O (3.6898, 0.1059, 0.0409)  -0.088
O (1.5338, 0.6236, -0.0017)  -0.190
Na (5.6233, -0.8198, -0.0634)  0.868
O (0.9677, 1.5942, 3.1540)  -0.318
C (0.5570, 1.0852, 4.3368)  -0.278
C (-0.6689, 0.2672, 4.2387)  0.068
O (-1.2842, 0.4015, 3.1518)  -0.052
C (-2.6868, 0.2099, 2.7906)  -0.036
C (-2.9921, 1.4708, 1.9727)  -0.290
O (-1.9814, 1.7525, 1.0789)  -0.364
Yb (0.0326, 1.7956, 1.3343)  1.897
H (0.2889, 1.8293, 5.1310)  0.185
H (1.3051, 0.4393, 4.8563)  0.170
H (-1.1735, -0.1858, 5.1032)  0.191
H (2.2821, -1.0105, 1.0132)  0.149
H (-3.2772, 0.0883, 3.7062)  0.156
H (-2.6886, -0.6963, 2.1753)  0.155
H (-3.1590, 2.2966, 2.6950)  0.137
H (-3.9648, 1.2829, 1.4782)  0.149

Atoms 1-2, force components in eV/Å:
1.203 -0.746 0.631
-0.725 -0.420 0.182


Which of these has the highest E? C3H6O2